Record 1
# C27H43F5N7NiOP

A structure of composition C27H43F5N7NiOP (ωB97M-V with the def2-TZVPD basis set, the Open Molecules 2025 dataset).

Frontier orbital gap (alpha / beta) (eV): 7.6 / 6.4
Energy relative to the best compared isomer or geometry (same formula, charge and spin) (kJ/mol): 106.57
Net charge: 0
2S+1: 3
Highest occupied orbital energy (alpha / beta) (eV): -7.0 / -6.9

```
85
Properties=species:S:1:pos:R:3:mulliken_spin:R:1
Ni 0.24 0.05 0.05 0.8664
F 2.75 0.86 -1.26 0.0011
C 2.21 0.02 -0.29 -0.0049
F 3.14 0.09 0.75 -0.0009
C 2.32 -1.41 -0.85 0.0116
F 1.22 -2.12 -0.43 0.0059
F 2.28 -1.45 -2.19 0.0014
F 3.38 -2.12 -0.46 0.0012
C 0.70 -1.35 2.75 -0.0115
N 0.58 -1.51 4.19 0.0003
C -0.81 -1.32 4.58 -0.0012
N -1.30 0.00 4.20 0.0007
C -1.17 0.14 2.76 -0.0079
N 0.23 -0.02 2.30 0.0769
C 1.05 0.99 3.01 -0.0061
N 0.94 0.86 4.46 0.0019
C 1.38 -0.48 4.84 0.0000
C -0.46 1.00 4.84 0.0000
H 0.10 -2.12 2.25 -0.0030
H 1.75 -1.47 2.47 0.0034
H -0.90 -1.43 5.67 0.0000
H -1.43 -2.08 4.09 -0.0002
H -1.53 1.13 2.47 0.0002
H -1.79 -0.62 2.28 0.0083
H 0.72 1.99 2.73 -0.0041
H 2.09 0.86 2.72 0.0000
H 1.28 -0.58 5.93 0.0000
H 2.43 -0.60 4.56 -0.0002
H -0.81 2.00 4.56 -0.0002
H -0.54 0.89 5.93 0.0000
O -1.85 -0.14 -0.10 0.0023
P -2.76 -0.02 -1.26 0.0042
N -1.96 -0.20 -2.69 -0.0036
C -2.58 -0.35 -4.00 0.0023
C -1.60 -1.20 -4.80 0.0011
C -0.26 -0.89 -4.13 0.0063
C -0.65 -0.86 -2.66 -0.0211
N -4.01 -1.15 -1.25 -0.0001
C -3.59 -2.54 -1.23 0.0001
C -4.90 -3.29 -1.04 0.0002
C -5.62 -2.42 -0.01 0.0000
C -5.12 -1.00 -0.30 0.0006
N -3.58 1.43 -1.41 0.0042
C -3.08 2.47 -2.32 -0.0020
C -3.53 3.79 -1.70 0.0021
C -3.55 3.48 -0.21 -0.0045
C -4.09 2.05 -0.19 0.0129
H -2.71 0.63 -4.46 -0.0005
H -3.57 -0.82 -3.91 -0.0001
H -1.60 -0.94 -5.86 -0.0001
H -1.83 -2.26 -4.70 -0.0001
H 0.11 0.08 -4.45 -0.0004
H 0.50 -1.64 -4.33 0.0000
H 0.05 -0.27 -2.03 0.0555
H -0.72 -1.87 -2.26 -0.0079
H -2.90 -2.75 -0.40 -0.0006
H -3.08 -2.79 -2.16 0.0002
H -4.75 -4.31 -0.71 0.0000
H -5.45 -3.29 -1.98 0.0000
H -5.32 -2.72 1.00 0.0000
H -6.70 -2.49 -0.09 0.0000
H -4.79 -0.51 0.62 -0.0004
H -5.89 -0.38 -0.77 0.0000
H -3.52 2.32 -3.31 -0.0030
H -1.99 2.43 -2.40 0.0014
H -4.54 4.04 -2.04 0.0004
H -2.86 4.61 -1.94 -0.0012
H -4.18 4.16 0.36 0.0001
H -2.54 3.50 0.20 0.0130
H -5.19 2.05 -0.22 0.0004
H -3.77 1.49 0.69 -0.0076
C 0.16 2.54 -0.54 0.0952
C 0.18 3.92 -0.40 0.1374
C -0.13 4.57 0.82 0.1925
C -0.07 5.94 0.93 -0.1210
C 0.31 6.72 -0.16 0.2295
C 0.58 6.11 -1.38 -0.1084
C 0.52 4.75 -1.51 0.2199
H 0.44 2.10 -1.49 -0.0575
H -0.13 1.91 0.32 0.3549
H -0.42 3.97 1.68 0.0407
H -0.31 6.41 1.87 -0.0039
H 0.40 7.79 -0.05 0.0163
H 0.84 6.72 -2.24 -0.0030
H 0.73 4.28 -2.45 0.0142
```

---

Record 2
# C27H43MnN3O3PS

A structure of composition C27H43MnN3O3PS (ωB97M-V with the def2-TZVPD basis set, the Open Molecules 2025 dataset).

Frontier orbital gap (alpha / beta) (eV): 6.7 / 6.7
Energy relative to the best compared isomer or geometry (same formula, charge and spin) (kJ/mol): 118.99
Net charge: -1
2S+1: 6
Highest occupied orbital energy (alpha / beta) (eV): -4.3 / -4.4

```
79
Properties=species:S:1:pos:R:3:mulliken_spin:R:1
Mn -0.26 -0.14 0.33 4.6439
N 1.30 1.44 -1.23 0.0517
C 2.56 0.72 -1.36 0.0204
C 2.95 0.06 -0.01 0.0121
O 4.14 -0.21 0.19 0.0105
N 1.93 -0.10 0.80 0.0219
C 2.22 -0.74 2.07 0.0264
C 0.93 -1.23 2.76 0.0063
O 1.02 -1.93 3.77 0.0093
O -0.16 -0.84 2.24 0.0535
H 1.44 2.18 -0.54 -0.0063
H 1.08 1.88 -2.13 0.0004
H 2.44 -0.07 -2.11 -0.0015
H 3.40 1.36 -1.68 0.0003
H 2.91 -1.59 1.93 0.0016
H 2.71 -0.03 2.75 -0.0004
S -2.66 -1.98 -0.09 0.0460
C -1.16 -2.78 -0.26 0.0484
C -1.04 -4.15 0.00 -0.0036
C 0.16 -4.78 -0.20 0.0070
C 1.23 -4.03 -0.70 -0.0063
C 1.05 -2.69 -0.93 0.0321
N -0.11 -2.05 -0.71 0.0468
H -1.91 -4.68 0.39 0.0002
H 0.27 -5.83 0.02 0.0003
H 2.19 -4.49 -0.88 0.0001
H 1.85 -2.08 -1.32 -0.0024
C -6.37 1.85 1.13 -0.0002
C -5.99 0.60 0.34 -0.0007
C -4.65 0.81 -0.39 0.0046
C -3.74 1.77 0.38 0.0654
C -3.97 1.53 1.87 0.0091
C -5.35 2.06 2.26 0.0000
P -1.94 1.60 -0.10 -0.0459
C -1.98 1.89 -1.95 -0.1043
C -2.90 2.96 -2.56 0.0032
C -3.10 2.69 -4.06 0.0018
C -1.85 2.07 -4.67 -0.0005
C -1.63 0.66 -4.12 0.0025
C -2.13 0.55 -2.67 -0.0313
C -1.19 3.24 0.46 -0.0537
C -2.05 4.52 0.54 0.0012
C -2.25 4.98 1.98 -0.0002
C -0.90 5.31 2.63 0.0013
C 0.18 4.26 2.30 0.0111
C -0.46 2.98 1.78 0.0290
H -7.37 1.74 1.55 -0.0002
H -6.38 2.71 0.46 0.0002
H -6.77 0.36 -0.39 -0.0002
H -5.91 -0.24 1.02 0.0003
H -4.85 1.20 -1.39 0.0004
H -4.16 -0.16 -0.50 -0.0055
H -4.04 2.80 0.15 0.0067
H -3.20 2.02 2.47 0.0021
H -3.88 0.46 2.06 0.0004
H -5.28 3.13 2.49 -0.0002
H -5.69 1.56 3.17 -0.0002
H -0.94 2.21 -2.13 0.0322
H -2.44 3.94 -2.42 -0.0011
H -3.87 2.98 -2.07 -0.0007
H -3.34 3.63 -4.57 -0.0002
H -3.94 2.01 -4.21 0.0000
H -0.99 2.71 -4.42 0.0001
H -1.93 2.04 -5.76 -0.0003
H -0.57 0.41 -4.16 0.0009
H -2.16 -0.07 -4.73 -0.0004
H -1.55 -0.21 -2.13 0.0344
H -3.18 0.24 -2.65 -0.0055
H -0.43 3.41 -0.31 0.0169
H -3.02 4.38 0.06 -0.0003
H -1.55 5.32 -0.01 -0.0007
H -2.75 4.20 2.55 0.0004
H -2.89 5.87 2.01 -0.0001
H -1.04 5.39 3.71 0.0001
H -0.58 6.29 2.27 0.0000
H 0.77 4.05 3.19 -0.0001
H 0.86 4.65 1.55 -0.0003
H -1.13 2.57 2.53 0.0013
H 0.30 2.20 1.61 0.0084
```

---

Record 3
# C27H43N5O12

A cluster of 9 separate species, C27H43N5O12 in total (ωB97M-V with the def2-TZVPD basis set, the Open Molecules 2025 dataset).

Frontier orbital gap (alpha / beta) (eV): 7.1 / 3.0
Net charge: +1
2S+1: 2
Highest occupied orbital energy (alpha / beta) (eV): -11.1 / -11.1

```
87
Properties=species:S:1:pos:R:3:mulliken_spin:R:1
C -1.58 2.93 -5.41 0.0000
N -0.80 2.29 -4.32 0.0000
O -0.50 1.12 -4.45 0.0000
O -0.45 3.06 -3.44 0.0000
H -1.07 3.80 -5.81 0.0000
H -2.46 3.30 -4.87 0.0000
H -1.82 2.17 -6.15 0.0000
C 0.07 -2.01 -4.93 -0.0002
N 0.51 -3.46 -5.08 0.0001
O 0.85 -3.77 -6.22 0.0000
O 0.67 -4.15 -4.11 -0.0001
H -1.00 -2.05 -5.11 0.0000
H 0.67 -1.35 -5.55 0.0000
H 0.06 -1.87 -3.85 0.0002
C 2.37 3.16 -1.14 0.0008
N 3.79 3.31 -1.58 0.0002
O 3.99 4.12 -2.54 0.0027
O 4.68 2.57 -1.09 0.0015
H 2.22 4.18 -0.78 0.0000
H 2.38 2.41 -0.34 -0.0011
H 1.78 2.92 -2.02 0.0006
C -0.89 0.12 -1.07 -0.0006
N -0.63 -0.23 0.35 -0.0018
O -1.41 -0.91 0.94 0.0005
O 0.32 0.38 0.88 0.0024
H -1.96 0.30 -1.21 0.0000
H -0.51 -0.67 -1.72 0.0016
H -0.40 1.08 -1.23 -0.0005
C -0.16 -3.81 2.18 -0.0002
N -0.25 -3.93 0.69 0.0024
O 0.44 -3.19 0.01 0.0015
O -1.01 -4.71 0.17 -0.0004
H 0.63 -3.07 2.34 0.0006
H -0.02 -4.82 2.57 -0.0001
H -1.16 -3.45 2.39 0.0000
C -4.42 -0.90 2.90 0.0000
O -4.40 -2.17 2.31 0.0000
C -4.53 -2.18 0.89 0.0000
C -4.08 -3.56 0.34 0.0000
O -5.12 -4.48 0.72 0.0000
C -4.98 -5.76 0.24 0.0000
H -5.41 -0.52 3.16 0.0000
H -3.88 -0.14 2.34 0.0000
H -3.83 -0.84 3.82 0.0000
H -3.84 -1.50 0.41 0.0000
H -5.57 -1.86 0.76 0.0000
H -3.15 -3.89 0.80 0.0000
H -4.01 -3.50 -0.75 0.0000
H -5.20 -5.81 -0.83 0.0000
H -5.63 -6.40 0.83 0.0000
H -3.95 -6.06 0.45 0.0000
C -1.65 4.67 -0.71 0.0000
C -2.52 3.61 -0.92 0.0000
C -2.69 2.64 0.04 0.0000
C -2.01 2.76 1.22 0.0000
C -1.03 3.79 1.41 0.0000
C -0.83 4.73 0.44 0.0000
H -1.52 5.42 -1.48 0.0000
H -3.05 3.58 -1.85 0.0000
H -3.44 1.87 -0.10 0.0000
H -2.28 2.04 1.99 0.0000
H -0.54 3.80 2.37 0.0000
H -0.05 5.48 0.50 0.0000
C 3.63 -2.52 -0.60 0.1946
C 4.85 -2.66 -1.21 0.0492
C 5.80 -1.68 -1.16 0.2226
C 5.47 -0.46 -0.44 0.2386
C 4.30 -0.43 0.30 0.0507
C 3.38 -1.42 0.24 0.1064
H 2.90 -3.32 -0.63 0.0461
H 5.14 -3.54 -1.77 0.0036
H 6.67 -1.72 -1.78 0.0053
H 6.12 0.40 -0.38 0.0213
H 4.15 0.41 0.96 0.0185
H 2.48 -1.39 0.83 0.0330
C 1.56 1.93 3.86 -0.0002
C 2.62 1.06 4.04 0.0000
C 3.63 1.45 4.92 0.0000
C 3.66 2.70 5.47 0.0000
C 2.62 3.60 5.18 0.0000
C 1.56 3.16 4.49 0.0000
H 0.75 1.67 3.19 0.0000
H 2.63 0.06 3.64 0.0002
H 4.39 0.70 5.12 0.0000
H 4.54 2.88 6.06 0.0000
H 2.62 4.64 5.47 0.0000
H 0.80 3.92 4.40 0.0000
```

---

Record 4
# C27H44Br12N5O2

A cluster of 7 separate species, C27H44Br12N5O2 in total (ωB97M-V with the def2-TZVPD basis set, the Open Molecules 2025 dataset).

Frontier orbital gap (eV): 7.1
Energy relative to the best compared isomer or geometry (same formula, charge and spin) (kJ/mol): 548.18
Net charge: +1
Highest occupied orbital energy (eV): -10.2

```
90
Properties=species:S:1:pos:R:3:lowdin_charge:R:1
C -3.80 3.66 -6.69 0.1170
C -3.10 3.62 -5.58 -0.1472
N -1.92 3.72 -4.66 0.0346
C -1.60 2.41 -4.06 -0.1393
N -1.82 1.23 -4.95 0.0825
N -1.02 0.15 -4.58 -0.2202
C 0.34 0.17 -5.18 -0.0498
C -1.72 -1.16 -4.69 -0.3209
C -1.91 -1.98 -3.29 -0.0066
O -2.17 -1.66 -5.77 0.0594
N -1.14 2.27 -2.79 0.1100
C -0.85 3.42 -1.85 -0.1404
C 0.63 3.15 -1.21 -0.0678
C 0.60 2.08 0.00 -0.3606
O -0.42 1.32 0.12 -0.0065
N 1.75 2.10 0.93 0.0595
C 2.15 0.74 1.38 -0.2051
C 2.03 -0.59 0.55 -0.0164
C 2.54 -1.96 1.19 -0.0665
C 3.21 -2.06 2.66 -0.1157
C 3.36 -0.70 3.46 -0.0527
C 2.82 0.66 2.83 -0.0048
H -4.56 3.92 -7.52 0.0872
H -2.24 4.44 -3.97 -0.0572
H -1.54 1.46 -5.93 0.1448
H 0.77 -0.92 -5.21 0.1256
H 1.07 0.78 -4.52 0.0962
H 0.41 0.55 -6.27 0.1074
H -1.14 -2.84 -3.20 0.1027
H -2.99 -2.32 -3.12 0.0965
H -1.66 -1.26 -2.41 0.0719
H -0.95 1.33 -2.37 0.1594
H -0.77 4.43 -2.37 -0.0058
H -1.65 3.36 -1.03 0.1532
H 1.42 2.93 -2.02 0.1323
H 0.93 4.17 -0.74 0.1183
H 2.55 2.46 0.38 0.1337
H 1.59 -0.54 -0.51 0.0853
H 2.44 -2.96 0.60 0.0126
H 3.57 -3.08 3.06 -0.0257
H 3.86 -0.73 4.50 0.0781
H 2.96 1.61 3.49 0.0956
Br -5.07 6.71 -4.70 0.5926
C -6.67 5.63 -4.42 -0.6855
C -7.86 6.20 -5.15 -0.6995
Br -8.58 7.76 -4.22 0.6174
H -6.82 5.55 -3.34 0.0545
H -6.42 4.64 -4.82 0.0482
H -8.68 5.48 -5.18 0.0607
H -7.63 6.52 -6.17 0.0523
Br 3.60 -5.15 1.37 0.7110
C 4.72 -6.72 1.64 -0.6579
C 5.44 -6.65 2.96 -0.7510
Br 6.94 -5.41 2.89 0.6134
H 5.40 -6.78 0.78 0.0547
H 4.03 -7.56 1.61 0.0589
H 5.88 -7.62 3.21 0.0505
H 4.80 -6.32 3.79 -0.0373
Br 0.93 -3.95 4.57 0.6369
C 1.84 -5.06 5.89 -0.7113
C 2.75 -4.23 6.77 -0.6584
Br 4.39 -3.74 5.83 0.6494
H 2.37 -5.84 5.34 -0.0247
H 1.04 -5.51 6.49 0.0539
H 3.08 -4.80 7.63 0.0608
H 2.29 -3.29 7.11 0.0564
Br -1.73 -0.77 3.99 0.5956
C -2.36 0.98 3.38 -0.6992
C -1.56 2.10 4.00 -0.7092
Br -2.09 2.40 5.85 0.6096
H -3.43 1.03 3.60 0.0510
H -2.22 0.96 2.29 0.0371
H -1.76 3.04 3.49 0.0539
H -0.49 1.91 4.00 0.0437
Br 0.11 -8.43 4.03 0.6152
C 1.02 -9.54 5.35 -0.6830
C 1.93 -8.71 6.22 -0.6596
Br 3.57 -8.23 5.28 0.7172
H 1.55 -10.32 4.80 0.0541
H 0.23 -10.00 5.94 0.0617
H 2.26 -9.29 7.09 0.0643
H 1.47 -7.78 6.56 0.0343
Br -1.57 6.33 -3.41 0.8072
C -0.79 8.11 -3.28 -0.6087
C 0.71 8.04 -3.08 -0.6768
Br 1.16 7.56 -1.25 0.6289
H -1.31 8.63 -2.47 0.0654
H -1.03 8.60 -4.23 0.0723
H 1.16 9.02 -3.24 0.0679
H 1.19 7.31 -3.73 0.0564
```

---

Record 5
# C27H44BrF5N4O14P

A cluster of 2 separate species, C27H44BrF5N4O14P in total (ωB97M-V with the def2-TZVPD basis set, the Open Molecules 2025 dataset).

Frontier orbital gap (eV): 5.8
Net charge: +1
Highest occupied orbital energy (eV): -11.7

```
96
Properties=species:S:1:pos:R:3:lowdin_charge:R:1
C -1.74 -1.95 5.81 0.0316
C -2.13 -1.01 4.71 -0.5128
O -2.05 0.19 4.78 0.1398
O -2.65 -1.60 3.58 -0.0074
C -1.71 -2.31 2.76 -0.1086
C -1.68 -1.65 1.37 -0.3331
C -1.35 -0.15 1.53 -0.0756
C -0.01 0.21 2.17 -0.1973
O 1.08 0.17 1.24 -0.0812
O -2.99 -1.92 0.87 -0.0246
C -3.73 -0.95 0.17 -0.2735
C -4.57 -0.09 1.12 -0.1255
O -5.52 0.70 0.42 -0.1306
O -4.82 1.79 -0.19 -0.0115
C -4.71 -1.67 -0.81 -0.0617
O -4.34 -3.04 -1.04 0.0612
C -5.19 -3.93 -0.53 -0.7810
F -6.38 -3.90 -1.13 0.1742
F -4.69 -5.12 -0.69 0.2141
F -5.42 -3.74 0.77 0.1788
C -0.61 -2.35 0.48 -0.1815
C -0.80 -2.04 -1.02 -0.0290
C -0.03 -0.88 -1.63 -0.3504
O -0.56 -0.75 -2.97 -0.0271
C 1.48 -1.08 -1.68 -0.2250
N 2.16 0.19 -1.95 0.0135
O -0.74 -3.78 0.66 -0.0572
C 0.42 -4.52 0.74 -0.5758
O 1.45 -3.99 -0.17 0.0007
C 1.57 -4.49 -1.36 -0.3525
N 1.69 -4.94 -2.41 0.2091
N 0.03 -5.86 0.33 0.1276
C 0.77 -6.98 0.74 -0.5111
O 0.39 -7.96 1.26 0.2118
F 2.06 -6.80 0.39 0.1316
C -1.41 -6.08 0.27 -0.4665
O -2.11 -6.40 1.14 0.2289
F -1.80 -5.89 -0.98 0.1801
P 1.25 -4.14 2.44 0.6680
O 2.66 -4.91 2.34 -0.3393
Br 0.03 -5.46 3.71 0.4899
H -2.60 -2.55 6.12 0.1024
H -1.36 -1.37 6.65 0.0947
H -0.96 -2.65 5.48 0.0717
H -0.72 -2.32 3.23 0.0811
H -2.07 -3.34 2.65 0.1304
H -1.42 0.39 0.59 0.1236
H -2.11 0.27 2.19 0.1051
H 0.22 -0.40 3.05 0.1195
H -0.11 1.24 2.54 0.1241
H 1.80 -0.33 1.62 0.0895
H -3.09 -0.31 -0.46 0.1364
H -5.16 -0.74 1.77 0.1560
H -3.96 0.58 1.73 0.1202
H -4.65 1.46 -1.09 0.0958
H -5.73 -1.63 -0.41 0.1334
H -4.69 -1.19 -1.79 0.1442
H 0.37 -2.02 0.82 0.1123
H -1.86 -1.93 -1.24 0.1185
H -0.48 -2.93 -1.58 0.1312
H -0.24 0.08 -1.14 0.1257
H 0.13 -0.94 -3.62 0.0857
H 1.84 -1.44 -0.71 0.1039
H 1.71 -1.86 -2.42 0.1224
H 2.06 0.45 -2.92 0.0618
H 3.15 0.11 -1.75 0.0676
H 2.66 -5.84 2.61 0.0560
C 4.86 5.00 -2.58 0.0063
C 3.37 4.88 -2.96 -0.4238
C 2.68 6.25 -3.09 -0.1076
C 2.48 7.00 -1.78 -0.1532
C 1.72 6.15 -0.77 -0.1035
C 2.37 4.79 -0.48 -0.4317
N 2.55 4.18 -1.88 0.0350
O 1.64 3.52 -2.26 0.2158
C 3.69 4.96 0.28 -0.0109
C 1.46 3.88 0.32 -0.0111
C 3.25 4.10 -4.25 -0.0163
H 5.14 6.03 -2.36 0.0957
H 5.13 4.39 -1.72 0.0789
H 5.47 4.65 -3.40 0.0954
H 1.71 6.10 -3.57 0.1369
H 3.29 6.83 -3.78 0.1438
H 3.44 7.32 -1.37 0.1145
H 1.91 7.91 -1.98 0.1320
H 1.65 6.66 0.20 0.1438
H 0.70 5.99 -1.12 0.1385
H 4.24 4.01 0.34 0.1023
H 3.45 5.26 1.29 0.1060
H 4.35 5.71 -0.14 0.0752
H 0.46 3.79 -0.11 0.0956
H 1.36 4.31 1.32 0.1073
H 1.87 2.87 0.42 0.0947
H 3.64 3.09 -4.14 0.1036
H 3.85 4.62 -5.00 0.1083
H 2.23 4.04 -4.62 0.0938
```